No. 1
Density functional theory data (ωB97M-V/def2-TZVPD) for a single C4H3NO molecule.

Results
**Relative energy (zero: lowest compared OMol25 entry of this formula, charge and spin)**: 468.9 kJ/mol

```
! wB97M-V def2-TZVPD RIJCOSX def2/J DEFGRID3
* xyz 0 1
O -1.078 1.165 -0.669
C -0.403 0.124 -0.069
C 1.032 0.151 -0.125
C 2.237 0.224 -0.194
C -1.101 -0.871 0.676
N -1.655 -1.757 1.230
H -1.234 1.891 -0.044
H -1.104 -1.199 -0.535
H 3.306 0.272 -0.269
*
```

No. 2
Density functional theory data (ωB97M-V/def2-TZVPD) for a single C4H3NO molecule.

Results
**Relative energy (zero: lowest compared OMol25 entry of this formula, charge and spin)**: 130.9 kJ/mol
**SMILES**: C=CC(=O)C#N

```
! wB97M-V def2-TZVPD RIJCOSX def2/J DEFGRID3
* xyz 0 1
C -0.992 0.359 -0.834
C -0.153 -0.585 -0.641
C 0.812 -0.511 0.536
O 1.163 -1.649 0.965
C 1.090 0.797 1.062
N 1.303 1.700 1.713
H -0.772 1.256 -0.357
H -2.080 0.263 -1.451
H -0.371 -1.630 -0.994
*
```